1.
The following is a quantum chemistry calculation of a cluster of 6 separate species, C32H47IN2O6S in total, from the Open Molecules 2025 dataset.

Element x y z (Å)
1 I -5.91 6.67 -1.37
2 S -6.26 4.38 3.76
3 O 3.43 -3.74 2.10
4 O -9.59 2.30 -3.67
5 O 6.05 -7.02 0.17
6 O -2.78 -1.26 1.49
7 O 7.23 -2.77 -1.05
8 O -1.17 2.25 -1.55
9 N -6.27 5.28 2.22
10 N -5.20 2.99 3.46
11 C 6.30 -2.05 -1.40
12 C -10.46 4.49 -4.10
13 C -4.53 -1.86 3.00
14 C -3.44 -2.16 2.01
15 C -3.19 -3.60 1.68
16 C 5.29 -2.61 3.08
17 C -4.01 3.96 -1.18
18 C 0.45 4.75 -0.22
19 C 0.79 3.14 0.06
20 C -9.51 3.51 -3.45
21 C 6.10 -7.21 -1.05
22 C -4.79 3.25 2.02
23 C -8.46 4.07 -2.53
24 C 2.08 2.81 1.07
25 C 2.56 1.26 1.45
26 C 4.87 -7.54 -1.84
27 C 1.77 5.73 -0.05
28 C -3.80 2.25 1.19
29 C -5.04 4.94 -0.35
30 C -0.08 1.89 -0.63
31 C 1.96 -1.59 1.08
32 C -3.44 2.64 -0.36
33 C 6.34 -0.56 -1.20
34 C 7.41 -7.12 -1.80
35 C 5.50 -4.93 2.00
36 C -2.44 1.62 -1.19
37 C -5.38 4.57 1.22
38 C -0.61 5.19 1.00
39 C 1.67 0.03 0.79
40 C 4.63 -3.76 2.37
41 C 5.06 -2.63 -2.05
42 C 0.40 0.38 -0.23
43 H -7.81 4.76 -3.09
44 H 2.07 5.69 1.10
45 H 6.29 -4.61 1.32
46 H 2.75 3.66 1.56
47 H 4.00 -7.57 -1.17
48 H -7.85 3.25 -2.14
49 H -2.35 0.58 -0.65
50 H -0.06 4.87 -1.28
51 H 4.94 -2.22 -3.05
52 H 6.08 -2.19 2.46
53 H 2.67 5.44 -0.76
54 H 4.55 -1.83 3.29
55 H 5.17 -3.72 -2.13
56 H 5.52 -0.25 -0.55
57 H 6.27 -0.05 -2.17
58 H 1.44 6.85 -0.25
59 H 7.29 -0.28 -0.73
60 H 4.89 -5.69 1.49
61 H -0.19 -0.53 -0.68
62 H 4.70 -6.77 -2.60
63 H -0.18 4.69 1.99
64 H -4.61 -0.77 3.15
65 H -0.62 6.35 1.19
66 H -4.30 -2.32 3.96
67 H 2.97 -1.97 0.64
68 H 1.04 -2.19 0.63
69 H 7.63 -8.08 -2.27
70 H -3.00 1.39 -2.22
71 H -9.90 5.19 -4.72
72 H -3.66 4.12 -2.30
73 H -2.90 -4.15 2.58
74 H -11.02 5.02 -3.33
75 H -5.49 -2.22 2.62
76 H -11.17 3.94 -4.73
77 H -8.93 4.59 -1.70
78 H 7.35 -6.33 -2.55
79 H -3.33 1.26 1.62
80 H 4.19 -2.41 -1.43
81 H -1.68 4.73 0.85
82 H -4.08 -4.05 1.24
83 H 4.98 -8.52 -2.31
84 H 8.21 -6.87 -1.10
85 H 5.92 -5.38 2.90
86 H 1.89 -1.77 2.26
87 H -2.37 -3.67 0.95
88 H 3.48 1.06 2.15
89 H 5.71 -2.95 4.03

## Properties
SMILES string: Cc1ccc(C(C)C)c(OCc2cc(I)c3nsnc3c2)c1.CC(C)=O.CC(C)=O.CC(C)=O.CC(C)=O.CC(C)=O
E, a.u.: -2503.63675
LUMO level, eV: -1.607
Strongest force on any atom, eV/A: 7.21
Gap between HOMO and LUMO, hartree: 0.2295
M, g/mol: 714.7

***

2.
The following is a quantum chemistry calculation of a cluster of 2 separate species, C5H13N2S in total, from the Open Molecules 2025 dataset.

Element x y z (Å)
1 S 2.37 -2.76 -1.85
2 N 0.61 0.67 1.13
3 N -2.19 0.16 1.41
4 C 0.65 -2.15 -1.55
5 C 0.51 -1.46 -0.18
6 C 1.04 -0.04 -0.09
7 C -2.35 0.86 0.30
8 C 0.73 2.11 0.96
9 H 0.91 -2.08 0.64
10 H -0.59 -1.39 -0.10
11 H 2.12 0.13 -0.15
12 H 0.50 -1.34 -2.24
13 H -3.17 0.64 -0.42
14 H -1.95 1.81 -0.07
15 H 0.54 2.61 1.92
16 H -0.32 0.39 1.49
17 H 1.81 2.27 0.80
18 H 0.23 2.64 0.12
19 H 0.68 0.44 -1.02
20 H -2.06 -0.56 0.58
21 H -0.08 -2.95 -1.69

## Properties
E, a.u.: -705.88158
LUMO level, eV: 2.606
Strongest force on any atom, eV/A: 4.39
Net charge: -1
Gap between HOMO and LUMO, hartree: 0.1797
Energy relative to the best compared isomer or geometry (same formula, charge and spin), kcal/mol: 98.3
M, g/mol: 133.2

***

3.
The following is a quantum chemistry calculation of a cluster of 2 separate species, C15H18O in total, from the Open Molecules 2025 dataset.

Element x y z (Å)
1 O 0.55 -1.78 0.92
2 C 4.55 -1.20 -0.75
3 C 3.63 -0.26 -0.37
4 C -2.57 -0.61 2.21
5 C -2.49 0.74 1.79
6 C 2.09 -0.55 -2.05
7 C 2.83 -1.74 -2.44
8 C -1.49 -1.41 1.90
9 C -4.09 2.34 0.77
10 C 2.70 0.33 -1.21
11 C -0.16 0.58 1.34
12 C 0.82 -0.26 -2.80
13 C -0.31 -0.79 1.31
14 C -3.82 1.43 1.95
15 C 4.10 -1.94 -1.89
16 C -1.30 1.36 1.67
17 H -3.96 2.07 2.85
18 H -1.18 2.47 1.72
19 H -3.71 1.92 -0.16
20 H 3.97 0.31 0.52
21 H -1.50 -2.49 1.87
22 H -4.61 0.74 2.13
23 H 0.74 1.06 0.98
24 H 2.44 1.39 -1.08
25 H -0.15 -0.54 -2.45
26 H 0.76 0.83 -3.00
27 H -3.49 -1.09 2.51
28 H 5.33 -1.65 -0.14
29 H 0.82 -1.77 -0.01
30 H -5.19 2.53 0.70
31 H 2.63 -2.25 -3.37
32 H -3.70 3.35 0.81
33 H 0.86 -0.65 -3.82
34 H 4.90 -2.46 -2.42

## Properties
SMILES string: CCc1ccc(O)cc1.Cc1ccccc1
E, a.u.: -657.51774
LUMO level, eV: 0.787
Strongest force on any atom, eV/A: 4.86
Gap between HOMO and LUMO, hartree: 0.3358
Energy relative to the best compared isomer or geometry (same formula, charge and spin), kcal/mol: 62.3
M, g/mol: 214.3

***

4.
The following is a quantum chemistry calculation of an isolated molecule of C5H8O2, from the Open Molecules 2025 dataset.

Element x y z (Å)
1 O -0.49 0.63 -1.59
2 O 1.86 -0.21 -1.45
3 C -0.45 -0.67 -0.88
4 C -0.64 -0.21 1.75
5 C -0.13 1.30 -0.33
6 C 0.99 -0.89 -0.62
7 C -0.01 -0.04 0.38
8 H -0.68 -1.25 2.05
9 H 1.36 -1.90 -0.41
10 H -1.68 0.18 1.78
11 H 0.79 1.89 -0.36
12 H -1.13 -1.53 -0.90
13 H -0.95 1.95 0.01
14 H 1.25 0.39 -1.93
15 H -0.08 0.36 2.51

## Properties
SMILES string: C[C@]12CO[C@H]1[C@H]2O
E, a.u.: -345.68456
LUMO level, eV: 0.951
Strongest force on any atom, eV/A: 1.24
Gap between HOMO and LUMO, hartree: 0.3637
Energy relative to the best compared isomer or geometry (same formula, charge and spin), kcal/mol: 75.6
M, g/mol: 100.1

***

5.
The following is a quantum chemistry calculation of a structure of composition N4O12Tl3, from the Open Molecules 2025 dataset.

Element x y z (Å)
1 Tl -3.73 1.35 1.50
2 Tl 3.29 2.27 0.47
3 Tl 1.58 -3.73 -1.08
4 O -2.33 -1.64 -3.61
5 O -0.08 -1.23 -0.59
6 O 0.77 3.90 0.65
7 O -0.88 4.46 1.79
8 O -2.82 -3.63 -2.92
9 O 1.69 -2.77 1.62
10 O -0.03 5.73 0.21
11 O 1.96 -1.99 3.62
12 O 2.23 -0.83 1.83
13 O 0.87 0.71 -0.33
14 O -1.26 0.37 0.08
15 O -0.88 -3.05 -3.03
16 N 1.88 -1.88 2.45
17 N -0.09 4.73 0.94
18 N -2.05 -2.76 -3.25
19 N -0.12 -0.02 -0.31

## Properties
E, a.u.: -1635.85653
LUMO level, eV: -22.961
Strongest force on any atom, eV/A: 2.34
Net charge: +5
Gap between HOMO and LUMO, hartree: 0.1012
Energy relative to the best compared isomer or geometry (same formula, charge and spin), kcal/mol: 154.3
M, g/mol: 861.2

***

6.
The following is a quantum chemistry calculation of a structure of composition C10H14ClN2O2, from the Open Molecules 2025 dataset.

Element x y z (Å)
1 Cl 0.05 1.64 3.50
2 O 0.81 1.11 0.76
3 O -0.25 -1.09 0.76
4 N 2.07 -2.26 1.62
5 N -1.29 -0.55 3.12
6 C 0.76 0.46 -3.09
7 C -0.38 0.27 2.64
8 C -0.87 0.08 -1.29
9 C 2.09 -0.94 1.48
10 C 0.42 -0.02 1.42
11 C -1.51 1.26 -1.71
12 C 0.30 -0.29 -2.00
13 C -1.34 -0.64 -0.15
14 C -0.10 1.42 -3.67
15 C -1.23 1.82 -2.96
16 H -1.48 -1.46 2.72
17 H 1.06 -0.99 -1.48
18 H 0.09 1.71 0.45
19 H 0.25 1.96 -4.54
20 H -1.83 -0.21 3.98
21 H -1.70 -1.68 -0.39
22 H -1.68 2.75 -3.37
23 H 2.34 -0.53 0.49
24 H 2.09 -2.62 2.54
25 H 1.75 0.31 -3.35
26 H -2.37 1.53 -1.08
27 H 2.53 -0.27 2.30
28 H -2.10 -0.10 0.42
29 H 1.52 -2.68 0.89

## Properties
E, a.u.: -1109.30541
LUMO level, eV: -4.602
Strongest force on any atom, eV/A: 4.27
Net charge: +1
Gap between HOMO and LUMO, hartree: 0.2747
M, g/mol: 229.7